Computed, not measured: 2 unconnected molecules or ions with the total composition H3N3O2 at a distorted geometry, with ωB97M-V/def2-TZVPD.

Element x y z (Å)
H -1.67 0.29 -1.58
N -0.88 -0.03 -1.13
N -0.42 -0.99 -1.75
H 0.48 -1.22 -1.15
O 1.91 1.01 2.16
N 1.22 0.68 1.25
O -0.05 0.24 1.55
H -0.58 0.01 0.66

## Properties
SMILES: [H]/N=N/[H].O=NO
Maximum force in Eh/bohr: 0.062
Relative energy (zero: lowest compared OMol25 entry of this formula, charge and spin) in kcal/mol: 14.2
M in g mol⁻¹: 77.043
DFT total energy in eV: -8609.250
Total charge: 0
Gap between HOMO and LUMO in Ha: 0.3566
E_LUMO in hartree: -0.007
Spin multiplicity: 1

=====

Computed, not measured: 2 unconnected molecules or ions with the total composition H3N3O2 at a distorted geometry, with ωB97M-V/def2-TZVPD.

Element x y z (Å)
N -1.48 0.62 -0.13
N 1.17 0.74 0.05
N 0.38 -0.21 -0.61
O 0.32 -1.44 0.01
O -2.04 -0.36 0.15
H 0.84 1.62 -0.29
H 1.40 0.81 1.09
H -0.59 -1.79 -0.27

## Properties
Maximum force in Eh/bohr: 0.045
Relative energy (zero: lowest compared OMol25 entry of this formula, charge and spin) in kcal/mol: 49.1
M in g mol⁻¹: 77.043
DFT total energy in eV: -8607.741
Total charge: 0
Gap between HOMO and LUMO (spin up / spin down) in Ha: 0.3184 / 0.2766
E_LUMO (spin up / spin down) in hartree: 0.023 / -0.018
Spin multiplicity: 1

=====

Computed, not measured: 2 unconnected molecules or ions with the total composition H3N3O2 at a distorted geometry, with ωB97M-V/def2-TZVPD.

Element x y z (Å)
N 0.96 0.84 -0.16
N 0.56 1.89 0.27
N -1.28 -1.03 -0.24
O -0.14 -1.68 0.14
O -2.21 -1.76 -0.60
H 0.58 -1.00 0.45
H 1.79 1.11 -0.87
H -0.28 1.64 0.99

## Properties
Maximum force in Eh/bohr: 0.146
Relative energy (zero: lowest compared OMol25 entry of this formula, charge and spin) in kcal/mol: 36.5
M in g mol⁻¹: 77.043
DFT total energy in eV: -8606.373
Total charge: 0
Gap between HOMO and LUMO (spin up / spin down) in Ha: 0.2881 / 0.2924
E_LUMO (spin up / spin down) in hartree: 0.010 / -0.085
Spin multiplicity: 3

=====

Computed, not measured: H3N3O3 in the gas phase at a distorted geometry, with ωB97M-V/def2-TZVPD.

Element x y z (Å)
N 1.86 -0.03 -0.19
N 0.75 -0.84 0.11
N -0.41 -0.50 0.05
O -1.38 -1.19 0.12
O -0.75 0.95 0.04
O -2.14 1.02 0.05
H 1.71 0.88 0.17
H 2.74 -0.48 -0.06
H -2.38 0.19 -0.28

## Properties
SMILES: N/N=[N+](/[O-])OO
Maximum force in Eh/bohr: 0.072
Relative energy (zero: lowest compared OMol25 entry of this formula, charge and spin) in kcal/mol: 143.5
M in g mol⁻¹: 93.042
DFT total energy in eV: -10653.572
Total charge: 0
Gap between HOMO and LUMO in Ha: 0.3762
E_LUMO in hartree: 0.027
Spin multiplicity: 1

=====

Among the records above, which one has the lowest maximum force?
number 2

=====

Please write out number 1 again, unchanged.
Computed, not measured: 2 unconnected molecules or ions with the total composition H3N3O2 at a distorted geometry, with ωB97M-V/def2-TZVPD.

Element x y z (Å)
H -1.67 0.29 -1.58
N -0.88 -0.03 -1.13
N -0.42 -0.99 -1.75
H 0.48 -1.22 -1.15
O 1.91 1.01 2.16
N 1.22 0.68 1.25
O -0.05 0.24 1.55
H -0.58 0.01 0.66

## Properties
SMILES: [H]/N=N/[H].O=NO
Maximum force in Eh/bohr: 0.062
Relative energy (zero: lowest compared OMol25 entry of this formula, charge and spin) in kcal/mol: 14.2
M in g mol⁻¹: 77.043
DFT total energy in eV: -8609.250
Total charge: 0
Gap between HOMO and LUMO in Ha: 0.3566
E_LUMO in hartree: -0.007
Spin multiplicity: 1

=====

What is the relative energy (zero: lowest compared OMol25 entry of this formula, charge and spin) in the fourth record?
143.5 kcal/mol

=====

What did the fourth record say?
Computed, not measured: H3N3O3 in the gas phase at a distorted geometry, with ωB97M-V/def2-TZVPD.

Element x y z (Å)
N 1.86 -0.03 -0.19
N 0.75 -0.84 0.11
N -0.41 -0.50 0.05
O -1.38 -1.19 0.12
O -0.75 0.95 0.04
O -2.14 1.02 0.05
H 1.71 0.88 0.17
H 2.74 -0.48 -0.06
H -2.38 0.19 -0.28

## Properties
SMILES: N/N=[N+](/[O-])OO
Maximum force in Eh/bohr: 0.072
Relative energy (zero: lowest compared OMol25 entry of this formula, charge and spin) in kcal/mol: 143.5
M in g mol⁻¹: 93.042
DFT total energy in eV: -10653.572
Total charge: 0
Gap between HOMO and LUMO in Ha: 0.3762
E_LUMO in hartree: 0.027
Spin multiplicity: 1